Entry 1:
ORCA calculation (wB97M-V/def2-TZVPD) on a cluster of 2 separate species, C5H14N2O in total at a distorted geometry.

charge	0
lowest unoccupied orbital energy	1.031	eV
HOMO	-8.89	eV
gap between HOMO and LUMO	9.92	eV

```
22
Properties=species:S:1:pos:R:3:lowdin_charge:R:1
C 0.940 -2.392 -0.377 -0.173
N -1.843 -0.709 0.895 0.045
H 2.091 0.047 0.832 0.066
H -2.165 2.708 0.477 0.071
H 1.867 -2.413 0.209 0.064
H 0.256 -2.683 0.426 0.066
H -1.154 3.196 -0.855 0.077
H -1.573 -1.055 -0.023 0.065
H -2.225 1.803 -1.060 0.076
H 1.019 -3.215 -1.097 0.078
C 2.291 0.191 -0.232 -0.076
H 0.895 0.537 -1.893 0.110
C -1.040 0.327 1.331 -0.145
N 0.460 -1.236 -1.081 -0.053
H 2.680 1.194 -0.394 0.072
H -1.548 0.963 2.059 0.109
C -1.560 2.317 -0.350 -0.172
H 3.040 -0.563 -0.480 0.075
C 1.000 -0.055 -0.981 -0.243
O -0.556 1.437 0.104 -0.287
H -0.056 0.071 1.703 0.092
H -2.820 -0.470 0.786 0.084
```

***

Entry 2:
ORCA calculation (wB97M-V/def2-TZVPD) on an isolated molecule of C5H9NO.

charge	0
lowest unoccupied orbital energy	-0.180	eV
HOMO	-8.53	eV
gap between HOMO and LUMO	8.35	eV

```
16
Properties=species:S:1:pos:R:3:lowdin_charge:R:1
H -0.638 2.082 -1.009 0.030
H 2.092 -0.503 -1.135 0.106
H -1.274 -1.233 -1.005 0.141
H -1.708 0.273 -0.111 0.078
H -0.166 -0.435 1.752 0.124
H 1.543 1.041 -1.967 0.102
H 2.338 0.734 0.859 0.101
N 1.784 1.235 0.169 0.067
H -2.369 -1.242 1.584 0.098
C -0.589 1.590 -0.015 0.205
C -0.009 -0.663 0.688 -0.120
C -1.369 -0.810 0.000 -0.284
C 0.500 0.569 -0.032 -0.625
O -2.347 -1.544 0.667 -0.028
H 0.631 -1.549 0.604 0.121
C 1.581 0.456 -1.050 -0.117
```

***

Entry 3:
ORCA calculation (wB97M-V/def2-TZVPD) on a cluster of 2 separate species, C35H34N2O3 in total at a distorted geometry.

charge	0
lowest unoccupied orbital energy	-1.730	eV
HOMO	-4.90	eV
gap between HOMO and LUMO	3.17	eV

```
74
Properties=species:S:1:pos:R:3:lowdin_charge:R:1
C 2.971 1.130 5.254 -0.075
C -0.786 -3.420 3.202 -0.078
O -8.609 0.405 -0.812 -0.122
C -7.273 0.194 -0.864 -0.319
N 1.824 0.821 -1.140 0.020
C 3.190 3.494 4.749 -0.079
H -2.839 -0.150 2.759 0.126
H 3.275 4.530 5.077 0.105
C 3.083 2.457 5.690 -0.078
C 3.093 1.867 2.939 -0.219
C 5.470 0.555 -1.023 -0.006
C 1.911 -2.390 -4.038 -0.077
C -1.230 -1.349 1.970 -0.195
C 1.636 1.377 -3.571 -0.075
C 3.902 -1.354 -4.943 -0.075
H 3.180 2.471 0.858 0.130
H 2.868 -0.204 3.552 0.103
C -2.273 -1.073 2.896 -0.001
H -7.301 -1.976 -0.879 0.092
C 3.676 1.791 -2.171 -0.403
H -3.381 -1.720 4.621 0.109
H 2.008 2.137 -4.269 0.135
O 4.419 2.472 -2.869 0.074
C 3.163 -2.506 -4.652 -0.088
H 3.040 -0.545 1.556 0.108
H 0.541 1.396 -3.561 0.127
C -9.509 -0.733 -0.840 -0.079
C 0.573 0.567 -0.725 0.003
H 0.420 -1.027 -3.246 0.118
H 0.343 -2.773 1.482 0.105
C -1.837 -3.139 4.084 -0.068
C 3.399 -0.099 -4.601 -0.038
C 2.153 1.780 -2.196 -0.162
H 6.077 1.196 -1.668 0.097
C -0.936 -0.426 0.908 0.027
H 5.662 -0.498 -1.272 0.100
C -5.086 1.227 -0.968 -0.051
C 0.255 -0.429 0.192 -0.050
H 3.973 0.805 -4.821 0.117
H 1.000 -1.208 0.382 0.099
C -0.472 -2.536 2.170 -0.020
H -4.864 -2.195 -1.018 0.090
H -9.364 -1.376 0.040 0.087
H 3.272 3.990 2.640 0.113
C -6.441 1.345 -0.893 -0.056
H 1.795 2.781 -1.902 0.173
H -1.627 0.398 0.738 0.108
H 3.555 -3.489 -4.917 0.103
C -6.668 -1.086 -0.901 -0.072
H 4.879 -1.429 -5.425 0.106
C -4.396 -0.062 -0.900 -0.479
N 4.077 0.874 -1.229 -0.037
H -0.217 1.192 -1.146 0.161
C 1.406 -1.130 -3.708 -0.040
H -6.922 2.321 -0.864 0.106
C -2.571 -1.952 3.929 -0.068
H -9.378 -1.323 -1.759 0.088
C 2.158 0.018 -3.966 -0.228
H 5.746 0.720 0.025 0.092
C 3.122 1.597 1.515 -0.022
C 3.192 3.202 3.391 -0.037
H 1.321 -3.279 -3.805 0.106
H -2.078 -3.832 4.889 0.106
O -3.152 -0.189 -0.765 -0.137
H 2.887 0.324 5.983 0.105
H -10.505 -0.288 -0.819 0.082
H 3.038 -0.895 -0.761 0.165
C 3.007 0.185 -0.520 -0.232
C 2.967 0.830 3.891 -0.025
C 3.074 0.370 0.965 -0.041
H 3.086 2.688 6.756 0.104
C -5.304 -1.204 -0.974 -0.049
H -0.207 -4.338 3.316 0.105
H -4.463 2.113 -1.014 0.087
```

***

Entry 4:
ORCA calculation (wB97M-V/def2-TZVPD) on a cluster of 2 separate species, C2H4N2S in total at a distorted geometry.

charge	0
lowest unoccupied orbital energy (alpha / beta)	-0.684 / -0.866	eV
HOMO (alpha / beta)	-8.45 / -8.21	eV
gap between HOMO and LUMO (alpha / beta)	7.76 / 7.34	eV

```
9
Properties=species:S:1:pos:R:3:lowdin_charge:R:1
H -2.017 -1.660 1.063 0.063
N -1.253 -1.362 -0.833 -0.648
H 2.462 1.973 0.485 0.103
S -0.563 -0.854 -2.112 0.658
H -1.323 0.161 0.618 0.097
N 0.830 1.238 -0.693 0.033
H 1.880 0.304 0.967 0.090
C 1.645 1.149 0.209 -0.233
C -1.659 -0.949 0.296 -0.163
```

***

Entry 5:
ORCA calculation (wB97M-V/def2-TZVPD) on a structure of composition C18H18N5O2Se3Te2Zr.

charge	+1
lowest unoccupied orbital energy	-3.705	eV
HOMO	-10.15	eV
gap between HOMO and LUMO	6.44	eV

```
49
Properties=species:S:1:pos:R:3:lowdin_charge:R:1
Se -2.687 -1.373 -2.519 -0.057
C -2.200 -3.348 3.448 -0.073
C -2.135 -1.255 2.222 -0.078
H -2.572 4.055 -2.866 0.128
H 5.431 1.597 -1.005 0.103
N 4.003 0.355 -0.128 -0.138
N -0.585 1.351 -2.900 -0.068
O -0.757 -1.165 0.299 -0.346
H -1.460 4.401 -5.072 0.123
H -3.254 -3.289 5.319 0.113
C -3.261 -1.388 4.353 -0.012
H 0.748 0.801 -4.371 0.095
H -2.840 2.627 -0.731 0.149
Te -1.315 -3.454 -2.309 0.319
N -1.697 0.911 -0.594 -0.206
Se 1.336 1.453 -0.296 0.712
H 4.716 0.389 -2.099 0.081
H 3.769 1.800 -1.601 0.053
C 4.760 -0.507 0.638 -0.025
C -0.256 2.633 -4.881 -0.019
H 4.167 -1.642 2.434 0.136
C -2.871 -0.637 3.246 -0.254
C 1.595 -0.579 2.347 -0.005
C 2.752 0.421 0.370 -0.707
C 4.516 1.079 -1.282 -0.034
O -3.173 0.674 3.154 0.080
C -2.934 -2.726 4.452 -0.062
H -1.240 -3.075 1.556 0.112
H 0.255 2.747 -5.826 0.119
H 0.873 0.214 2.176 0.060
N 2.729 -0.376 1.453 -0.102
N -2.237 0.558 0.604 0.124
Zr -0.286 -0.569 -1.612 0.695
H -3.672 0.947 3.932 0.119
H 5.793 -0.710 0.418 0.136
C 0.021 1.547 -4.074 -0.106
H 1.124 -1.540 2.153 0.095
H 1.944 -0.533 3.376 0.106
C -1.830 3.360 -3.235 0.014
C -1.207 3.549 -4.456 -0.018
C -1.806 -2.610 2.352 -0.021
C -2.092 1.978 -1.173 -0.067
C -1.488 2.259 -2.467 -0.263
H -1.947 -4.397 3.522 0.107
Te 0.708 -2.602 -3.920 0.290
C -1.701 -0.570 0.999 -0.409
C 3.964 -0.964 1.624 -0.017
H -3.829 -0.907 5.141 0.120
Se 2.128 -1.487 -2.169 -0.105
```

***

Entry 6:
ORCA calculation (wB97M-V/def2-TZVPD) on a structure of composition C18H12AsCl2NO8RhS2.

charge	-1
lowest unoccupied orbital energy	2.543	eV
HOMO	-5.34	eV
gap between HOMO and LUMO	7.89	eV

```
45
Properties=species:S:1:pos:R:3:lowdin_charge:R:1
H -0.730 -4.953 -2.594 0.109
C -1.552 -4.752 1.162 -0.092
H -1.646 -1.991 3.635 0.039
O -1.303 -1.523 -1.852 -0.312
C 0.749 2.487 3.768 -0.683
S 0.386 2.184 1.063 0.688
C 1.065 1.758 2.616 -0.666
Rh 0.680 0.242 -0.098 0.805
H -3.779 1.704 -2.051 0.108
O 2.144 2.064 -3.367 0.064
H -1.759 -6.909 -1.440 0.100
O 0.377 -2.827 -3.036 -0.304
C -0.968 -4.920 -1.539 -0.059
C 2.434 0.322 4.054 -0.108
S -0.120 -2.353 -1.772 0.484
H -0.208 2.649 -4.285 0.122
O 0.835 -2.539 2.592 -0.489
C -1.542 -6.002 -0.889 -0.080
O 0.945 -1.747 -0.903 -0.447
C -2.708 1.690 -2.191 -0.034
H 2.449 0.791 6.146 0.100
O -0.666 -0.607 1.169 -0.580
O -1.919 -2.339 2.777 -0.259
C 1.240 2.158 5.019 -0.127
C 1.940 0.689 2.819 -0.600
As -0.500 -2.203 1.717 0.891
C 1.524 1.568 -2.447 -0.578
C -2.115 2.258 -3.311 -0.044
C -0.685 -3.759 -0.837 -0.260
N -0.588 1.050 -1.401 -0.076
H -1.779 -4.686 2.217 0.098
C -1.909 1.080 -1.245 -0.112
C 0.005 1.610 -2.456 -0.154
Cl -0.308 3.863 3.641 0.642
O 2.013 1.015 -1.390 -0.163
H -2.726 2.731 -4.068 0.106
H 0.947 2.757 5.870 0.097
C 2.079 1.065 5.168 -0.093
H -2.289 -6.754 0.977 0.098
C -1.839 -5.915 0.461 -0.084
C -0.738 2.220 -3.447 0.017
Cl 2.500 -0.224 1.440 0.835
C -0.970 -3.663 0.521 -0.224
H 3.076 -0.544 4.131 0.110
H -2.289 0.584 -0.363 0.118
```

***

Entry 7:
ORCA calculation (wB97M-V/def2-TZVPD) on the ion C8H10IN2 with charge +1 at a distorted geometry.

charge	+1
lowest unoccupied orbital energy	-3.931	eV
HOMO	-11.27	eV
gap between HOMO and LUMO	7.34	eV

```
21
Properties=species:S:1:pos:R:3:lowdin_charge:R:1
C 0.040 2.704 0.263 -0.087
H 2.181 2.560 0.651 0.117
I 2.985 -0.614 0.355 1.071
C -1.053 0.587 -0.458 -0.164
H 0.943 -2.455 1.394 0.047
C 1.324 0.579 0.369 -0.708
H -0.819 -2.804 1.502 0.085
C 0.016 -2.737 0.801 -0.026
H -2.050 2.533 -0.454 0.145
H 0.137 3.735 0.755 0.151
H -0.331 0.183 1.488 0.186
H -2.027 0.184 -0.050 0.171
C -0.225 -1.479 0.014 -0.323
H 0.126 -3.558 0.115 0.086
C -1.064 2.120 -0.073 -0.026
N -0.060 -0.086 0.553 -0.005
C 1.289 1.936 0.539 -0.099
N -0.292 -1.360 -1.329 0.096
H -0.027 -2.102 -1.918 0.171
H -0.503 0.204 -2.814 0.167
C -0.587 -0.130 -1.705 -0.056
```

***

Entry 8:
ORCA calculation (wB97M-V/def2-TZVPD) on a structure of composition C4H13ClO5PSr at a distorted geometry.

charge	+1
lowest unoccupied orbital energy	-5.190	eV
HOMO	-11.75	eV
gap between HOMO and LUMO	6.56	eV

```
25
Properties=species:S:1:pos:R:3:lowdin_charge:R:1
H -3.934 -1.324 -2.130 -0.045
Sr -0.296 2.192 -3.249 1.504
O 2.262 1.714 1.120 -0.188
H -4.851 -0.156 -0.343 0.076
H 0.662 1.844 2.472 0.095
H -0.966 -1.324 0.533 0.085
H -5.094 -1.724 0.445 0.079
H 3.426 -1.698 0.275 0.096
C 0.052 -1.272 0.152 -0.068
H 0.552 -2.219 0.348 0.097
C 1.388 2.479 1.959 -0.071
C -4.492 -1.188 -0.291 -0.192
P 1.610 0.862 -0.033 0.376
H 4.697 -0.727 -0.453 0.097
H 0.799 3.224 1.419 0.089
H -0.021 -1.091 -0.922 0.034
C 3.781 -0.679 0.133 -0.040
O 0.856 1.588 -1.068 -0.409
H 1.984 2.985 2.711 0.099
Cl -1.906 -0.211 -2.886 -0.311
O -4.553 -1.793 -1.558 -0.136
O 2.817 0.053 -0.663 -0.207
O 0.754 -0.201 0.808 -0.206
H 3.968 -0.125 1.050 0.092
H -3.495 -1.209 0.171 0.054
```

***

Values for relative energy (zero: lowest compared OMol25 entry of this formula, charge and spin), kcal per mole, ordered as above
92.76; 145.29; 0.00; 100.05; 0.58; 0.00; 84.43; 0.00
Values for DFT total energy, eV, ordered as above
-10437.00544; -8862.91236; -45966.24420; -15949.54430; -242409.46468; -147297.57990; -19527.57574; -37241.34157